Record 1
C37H57BrN14O4P | ωB97M-V/def2-TZVPD

Computed properties:
total charge: +1
gap between HOMO and LUMO: 5.1566 eV

Cartesian coordinates (Å):
1 C 3.804 -3.846 2.460
2 C 4.012 -3.253 0.943
3 C 3.490 -1.731 0.753
4 Br 3.942 -0.582 2.350
5 C 1.911 -1.585 0.450
6 C 0.903 -2.825 0.659
7 C -0.671 -2.584 0.380
8 C -1.785 -3.736 0.601
9 C -2.408 -3.475 2.106
10 O -3.354 -2.356 2.140
11 C -1.171 -1.146 -0.131
12 N -0.210 -0.047 -0.308
13 C 1.254 -0.199 -0.035
14 C 2.125 1.182 -0.254
15 P 1.629 2.313 1.233
16 O 2.880 2.659 2.078
17 O 0.740 3.715 0.716
18 O 0.551 1.434 2.294
19 H 3.592 -4.985 2.357
20 H 3.012 -3.272 3.073
21 H 4.820 -3.766 3.029
22 H 3.511 -3.955 0.173
23 H 5.174 -3.248 0.777
24 H 4.092 -1.281 -0.148
25 H 1.311 -3.848 1.004
26 H -1.227 -4.755 0.527
27 H -2.598 -3.588 -0.208
28 H -1.567 -3.222 2.885
29 H -2.902 -4.458 2.515
30 H -3.430 -1.918 1.256
31 H -2.300 -0.910 -0.341
32 H -0.595 0.875 -0.626
33 H 1.849 1.697 -1.268
34 H 3.234 0.868 -0.223
35 H 0.300 4.021 1.567
36 H 1.138 0.777 2.759
37 C 3.233 -7.874 4.013
38 C 3.775 -7.692 2.617
39 N 4.209 -7.545 1.499
40 H 4.019 -7.676 4.745
41 H 2.405 -7.183 4.183
42 H 2.876 -8.898 4.142
43 C -1.883 -5.994 -3.308
44 C -0.768 -5.495 -2.425
45 N 0.126 -5.094 -1.718
46 H -1.481 -6.662 -4.073
47 H -2.616 -6.540 -2.708
48 H -2.378 -5.151 -3.795
49 C -3.305 1.680 -2.350
50 C -3.432 0.187 -2.191
51 N -3.535 -1.011 -2.062
52 H -2.252 1.956 -2.445
53 H -3.840 2.007 -3.245
54 H -3.727 2.184 -1.480
55 C -0.272 6.708 0.693
56 C -1.758 6.962 0.734
57 N -2.948 7.166 0.766
58 H 0.238 7.556 0.230
59 H 0.110 6.574 1.708
60 H -0.064 5.808 0.112
61 C -1.856 3.587 -6.277
62 C -3.087 3.809 -5.408
63 N -4.064 3.989 -4.717
64 H -0.959 3.840 -5.715
65 H -1.809 2.542 -6.582
66 H -1.916 4.219 -7.164
67 C -3.896 8.191 -4.360
68 C -2.465 7.760 -4.557
69 N -1.318 7.414 -4.715
70 H -4.138 8.201 -3.295
71 H -4.043 9.193 -4.768
72 H -4.567 7.497 -4.872
73 C 1.950 2.847 -8.680
74 C 0.743 3.069 -7.803
75 N -0.230 3.249 -7.097
76 H 2.860 3.096 -8.130
77 H 1.997 1.800 -8.990
78 H 1.886 3.479 -9.568
79 C 2.989 -2.654 6.132
80 C 2.861 -4.148 6.292
81 N 2.758 -5.344 6.416
82 H 4.042 -2.379 6.039
83 H 2.455 -2.330 5.236
84 H 2.564 -2.149 7.002
85 C 7.028 -9.786 1.781
86 C 6.451 -9.954 3.165
87 N 5.984 -10.089 4.283
88 H 7.921 -9.159 1.824
89 H 7.296 -10.761 1.368
90 H 6.292 -9.313 1.126
91 C -5.485 8.007 2.942
92 C -6.703 8.240 3.802
93 N -7.677 8.426 4.490
94 H -4.582 8.264 3.500
95 H -5.435 6.958 2.646
96 H -5.539 8.628 2.046
97 C 4.326 -10.195 8.592
98 C 4.885 -10.252 7.191
99 N 5.336 -10.298 6.059
100 H 3.423 -10.806 8.657
101 H 5.064 -10.573 9.302
102 H 4.077 -9.163 8.851
103 C -4.211 3.733 1.958
104 C -3.669 3.905 0.561
105 N -3.235 4.043 -0.558
106 H -3.426 3.934 2.689
107 H -5.039 4.426 2.124
108 H -4.571 2.710 2.094
109 C -3.438 11.135 -7.895
110 C -4.616 10.426 -7.276
111 N -5.560 9.859 -6.780
112 H -3.553 12.215 -7.781
113 H -2.515 10.821 -7.404
114 H -3.376 10.893 -8.958



Record 2
C27H47BBrF8N3O16PS3 | ωB97M-V/def2-TZVPD

Computed properties:
total charge: +1
gap between HOMO and LUMO: 9.5373 eV
energy above the lowest of the compared OMol25 structures with the same formula, charge and spin: 23.2 kcal/mol

Cartesian coordinates (Å):
1 C 0.111 5.503 4.142
2 C -0.541 4.672 3.034
3 C -1.168 3.427 3.601
4 O -1.524 2.459 2.575
5 N -0.403 1.866 2.115
6 C -0.419 1.060 1.119
7 N 0.783 0.435 0.788
8 C 0.690 -0.998 1.113
9 C 1.282 -1.216 2.497
10 F 0.716 -0.328 3.408
11 C 2.804 -0.986 2.492
12 C 3.594 -2.075 3.229
13 C -0.760 -1.565 0.848
14 B -1.599 -1.868 2.206
15 O -1.190 -2.910 3.011
16 C -2.832 -1.032 2.692
17 C -2.530 -0.300 4.030
18 S -0.607 -3.147 -0.017
19 O -1.866 -3.810 0.088
20 O -0.071 -2.902 -1.318
21 C 0.606 -4.291 0.801
22 F 0.048 -4.937 1.826
23 F 1.718 -3.658 1.218
24 C 1.044 -5.371 -0.260
25 F 2.014 -4.844 -1.023
26 F 0.017 -5.775 -1.010
27 C 1.644 -6.643 0.444
28 F 2.381 -7.289 -0.482
29 F 2.431 -6.321 1.477
30 F 0.660 -7.464 0.835
31 C -1.483 -0.614 -0.138
32 C -2.876 -1.013 -0.606
33 C -2.984 -1.690 -1.967
34 P -2.333 -0.733 -3.328
35 O -2.891 0.624 -3.405
36 O -2.773 -1.620 -4.575
37 C -2.155 -1.270 -5.828
38 C -2.892 -1.934 -6.969
39 O -0.740 -0.780 -3.279
40 C -0.022 0.385 -3.715
41 C 1.449 0.053 -3.507
42 N -1.556 0.775 0.406
43 C -1.868 1.787 -0.650
44 C -0.988 3.031 -0.621
45 O -1.308 4.029 0.006
46 Br 0.684 3.044 -1.602
47 H -0.554 6.296 4.450
48 H 1.018 5.971 3.787
49 H 0.368 4.915 5.014
50 H 0.190 4.453 2.264
51 H -1.334 5.262 2.598
52 H -2.082 3.672 4.118
53 H -0.523 2.959 4.342
54 H 0.500 2.020 2.558
55 H 0.930 0.555 -0.209
56 H 1.369 -1.488 0.430
57 H 1.142 -2.225 2.846
58 H 3.178 -0.928 1.479
59 H 3.003 -0.017 2.932
60 H 3.811 -1.767 4.244
61 H 4.554 -2.204 2.748
62 H 3.107 -3.039 3.219
63 H -0.883 -2.545 3.846
64 H -3.621 -1.748 2.905
65 H -3.206 -0.324 1.966
66 H -3.163 0.571 4.110
67 H -2.801 -0.951 4.850
68 H -1.495 0.000 4.127
69 H -0.861 -0.560 -1.034
70 H -3.491 -0.124 -0.663
71 H -3.398 -1.654 0.092
72 H -4.041 -1.788 -2.177
73 H -2.577 -2.692 -2.025
74 H -1.136 -1.640 -5.811
75 H -2.186 -0.195 -5.958
76 H -3.742 -1.322 -7.240
77 H -2.234 -1.922 -7.827
78 H -3.213 -2.936 -6.732
79 H -0.272 1.289 -3.173
80 H -0.158 0.595 -4.765
81 H 1.750 0.213 -2.478
82 H 1.532 -1.014 -3.678
83 H 2.080 0.566 -4.211
84 H -2.873 2.152 -0.506
85 H -1.842 1.338 -1.641
86 C 1.247 2.646 -8.786
87 C -0.163 2.151 -8.537
88 O -0.244 2.032 -7.107
89 S 0.654 3.171 -6.423
90 O -0.172 4.260 -6.061
91 O 1.507 2.543 -5.480
92 O 1.491 3.576 -7.720
93 H 1.976 1.837 -8.714
94 H 1.352 3.147 -9.743
95 H -0.359 1.189 -9.001
96 H -0.909 2.876 -8.866
97 C 3.908 0.713 6.486
98 C 2.395 0.697 6.429
99 O 2.007 1.942 7.023
100 S 3.106 3.066 6.697
101 O 2.672 3.836 5.586
102 O 3.495 3.676 7.908
103 O 4.260 2.073 6.200
104 H 4.276 0.462 7.482
105 H 4.363 0.053 5.753
106 H 1.960 -0.130 6.983
107 H 2.034 0.676 5.398



Record 3
C3H7NO | ωB97M-V/def2-TZVPD

Computed properties:
total charge: 0
gap between HOMO and LUMO: 8.1277 eV
energy above the lowest of the compared OMol25 structures with the same formula, charge and spin: 128.4 kcal/mol

Cartesian coordinates (Å):
1 C -0.756 0.658 -0.453
2 N -1.162 -0.853 -0.164
3 C 2.125 -0.404 0.194
4 C -2.146 -0.088 0.247
5 O -0.431 1.673 0.080
6 H -0.766 0.651 -1.548
7 H 2.628 -0.170 -0.742
8 H 1.703 0.415 0.766
9 H 2.786 -1.019 0.807
10 H -2.219 0.383 1.212
11 H 1.274 -1.047 -0.031
12 H -3.037 -0.200 -0.370



Record 4
C5H12O2 | ωB97M-V/def2-TZVPD

Computed properties:
total charge: 0
gap between HOMO and LUMO: 10.7288 eV
energy above the lowest of the compared OMol25 structures with the same formula, charge and spin: 47.2 kcal/mol

Cartesian coordinates (Å):
1 O 0.720 0.651 1.552
2 C -0.320 -0.063 0.923
3 C -0.924 0.634 -0.301
4 C -2.353 0.159 -0.510
5 O -3.102 0.562 0.625
6 H 1.525 0.473 1.051
7 H 0.003 -1.081 0.641
8 H -1.112 -0.161 1.667
9 H -0.343 0.451 -1.216
10 H -0.926 1.716 -0.126
11 H -2.362 -0.938 -0.618
12 H -2.778 0.586 -1.430
13 H -3.886 0.008 0.693
14 C 3.039 -0.733 -0.011
15 C 2.299 -0.288 -1.021
16 H 3.737 -0.085 0.515
17 H 2.960 -1.756 0.348
18 H 1.590 -0.933 -1.536
19 H 2.344 0.746 -1.357



Record 5
C4H24BO20Ti | ωB97M-V/def2-TZVPD

Computed properties:
total charge: 0
gap between HOMO and LUMO (spin up / spin down): 6.6962 / 8.5552 eV
2S+1: 4
<S²>: 3.751

Cartesian coordinates (Å):
1 Ti -1.954 3.788 3.844
2 O 0.830 -0.861 -3.037
3 C 0.823 -0.822 -1.855
4 O 0.391 0.214 -1.138
5 B 0.534 -0.044 0.253
6 O 0.866 -1.478 0.366
7 C 1.134 -1.956 -0.849
8 O 1.429 -3.084 -1.110
9 O -0.676 0.323 1.037
10 C -0.359 1.206 1.946
11 O -1.127 1.745 2.701
12 C 1.140 1.519 1.846
13 O 1.628 0.749 0.902
14 O 1.705 2.271 2.575
15 O 0.730 1.924 -4.121
16 H 0.612 1.105 -3.620
17 H -0.007 2.469 -3.830
18 O 3.816 0.924 -1.063
19 H 4.052 1.854 -1.090
20 H 3.131 0.851 -0.389
21 O -1.149 -4.656 -0.685
22 H -0.487 -4.065 -0.311
23 H -1.270 -5.340 -0.020
24 O -3.327 -0.216 -0.835
25 H -4.191 -0.017 -0.462
26 H -2.721 -0.185 -0.086
27 O -1.389 2.132 5.430
28 H -0.787 1.525 4.979
29 H -1.080 2.187 6.341
30 O -0.141 -3.484 -3.900
31 H 0.498 -2.766 -3.984
32 H 0.058 -3.887 -3.046
33 O 2.936 -5.748 -0.346
34 H 3.659 -5.477 0.227
35 H 2.222 -5.131 -0.150
36 O -2.275 -2.005 2.224
37 H -2.456 -2.148 3.158
38 H -1.846 -1.145 2.170
39 O 4.250 3.793 3.060
40 H 3.763 3.018 2.756
41 H 4.700 4.128 2.280
42 O -2.134 4.459 1.646
43 H -2.366 3.763 1.018
44 H -1.941 5.240 1.114
45 O -1.888 -0.440 -4.069
46 H -2.747 -0.734 -3.749
47 H -1.311 -1.201 -3.920
48 O -1.683 2.217 -1.626
49 H -2.092 1.379 -1.889
50 H -1.506 2.107 -0.690